The following is a quantum chemistry calculation of a cluster of 5 separate species, C2H15N2O4 in total in a non-equilibrium geometry, from the Open Molecules 2025 dataset.

Results
Relative energy (zero: lowest compared OMol25 entry of this formula, charge and spin) = 115.7 kJ/mol
Total charge = +1
E_tot = -13481.287 eV
HOMO-LUMO gap = 9.7 eV

XYZ file:
```
23
Properties=species:S:1:pos:R:3:forces:R:3
C 1.582 1.516 -1.316 1.62 -0.19 0.72
C 0.514 0.908 -1.835 0.36 0.03 0.12
N -0.573 0.451 -0.982 0.94 -0.10 1.11
N 2.833 1.497 -1.905 -0.85 -0.10 -0.96
H 1.694 1.902 -0.293 -0.85 -0.17 -0.32
H 0.525 0.514 -2.838 -0.18 -0.11 -0.05
H -0.429 -0.521 -0.673 -0.77 -0.15 -1.00
H -0.482 0.809 -0.014 -0.21 1.16 0.16
H -1.507 0.580 -1.359 0.01 -0.34 0.17
H 2.847 1.144 -2.859 0.22 0.21 0.31
H 3.470 2.261 -1.749 -0.09 0.10 0.13
H -0.758 -0.825 4.197 -0.21 -0.05 -0.05
H 0.735 -0.765 3.968 0.01 -0.01 -0.22
O -0.105 -0.796 3.489 0.13 -0.26 0.45
H -0.660 -2.898 1.192 0.48 -0.12 0.18
H 0.029 -2.425 -0.146 0.31 -0.66 0.33
O -0.788 -2.449 0.357 -0.41 0.51 -0.37
H -2.573 -2.159 -0.824 0.84 -0.08 0.12
H -3.456 -1.138 -1.361 0.41 0.39 -0.43
O -2.501 -1.320 -1.298 -1.76 -0.28 0.04
H -0.146 2.092 2.091 -0.17 -0.76 0.51
H -0.220 0.437 2.386 0.06 0.88 0.46
O -0.031 1.186 1.774 0.10 0.11 -1.43
```
Positions in Å, forces in eV/Å.

Mulliken atomic charge list, values in e, 8 entries: number 1, C, carries 0.141; number 2, C, carries -0.539; number 3, N, carries 0.068; number 4, N, carries -0.426; number 5, H, carries 0.264; number 6, H, carries 0.334; number 7, H, carries 0.137; number 8, H, carries 0.248

The following is a quantum chemistry calculation of the molecule C15H22N2O2, from the Open Molecules 2025 dataset.

Results
Relative energy (zero: lowest compared OMol25 entry of this formula, charge and spin) = 52.3 kJ/mol
Total charge = 0
E_tot = -22987.680 eV
HOMO-LUMO gap = 9.1 eV

XYZ file:
```
41
Properties=species:S:1:pos:R:3:forces:R:3
C 3.316 1.820 2.468 0.03 0.10 -0.24
C 3.041 2.697 1.252 -0.15 0.06 0.15
C 1.617 3.256 1.219 -0.01 -0.39 -0.24
C 0.504 2.216 1.067 -0.02 0.45 0.23
O 0.494 1.587 -0.203 0.09 -0.02 -0.26
C 1.014 0.275 -0.242 0.11 -0.39 -0.17
C 0.911 -0.202 -1.695 -0.36 -0.04 0.50
O 1.613 0.666 -2.544 0.08 0.32 -0.24
H 1.357 1.565 -2.297 0.06 -0.02 -0.01
H 1.395 -1.181 -1.785 -0.11 0.06 0.08
C -0.567 -0.314 -2.141 0.58 0.24 -0.24
N -1.259 -1.381 -1.480 -0.16 -0.23 0.14
C -1.250 -2.713 -1.817 -0.05 -0.08 0.03
N -1.905 -3.458 -0.977 0.05 -0.58 -0.21
C -2.386 -2.609 -0.013 0.17 0.75 -0.05
C -3.150 -2.868 1.119 0.06 0.04 -0.08
C -3.497 -1.797 1.916 -0.11 -0.09 0.15
C -3.105 -0.494 1.605 -0.01 0.11 0.03
C -2.347 -0.215 0.485 0.08 0.19 -0.06
C -1.986 -1.287 -0.316 -0.38 -0.47 0.37
H -2.049 0.796 0.248 0.05 0.12 -0.01
H -3.405 0.315 2.255 -0.02 0.07 0.04
H -4.089 -1.965 2.804 -0.05 -0.02 0.07
H -3.456 -3.875 1.353 -0.04 -0.13 0.03
C -0.587 -3.225 -3.042 0.01 0.07 -0.02
H -0.715 -4.302 -3.077 0.01 -0.01 0.01
H 0.475 -2.988 -3.044 0.09 -0.01 -0.08
H -1.039 -2.785 -3.931 0.03 0.00 -0.10
H -1.070 0.630 -1.917 -0.01 -0.09 -0.11
H -0.584 -0.476 -3.223 -0.03 0.07 0.12
H 0.444 -0.392 0.421 0.05 0.07 -0.04
H 2.067 0.256 0.065 -0.07 0.01 -0.02
H -0.460 2.733 1.153 0.09 -0.11 0.08
H 0.555 1.464 1.860 -0.05 -0.02 -0.02
H 1.427 3.808 2.142 -0.04 0.08 0.03
H 1.534 3.957 0.385 -0.09 0.08 0.04
H 3.238 2.139 0.335 0.05 0.04 -0.07
H 3.732 3.543 1.268 0.03 -0.04 -0.09
H 2.705 0.920 2.458 -0.04 -0.12 0.06
H 3.105 2.366 3.385 -0.01 0.01 0.14
H 4.360 1.516 2.483 0.07 -0.08 0.08
```
Positions in Å, forces in eV/Å.

Mulliken atomic charge list, values in e, 8 entries: number 1, C, carries -1.198; number 2, C, carries -0.337; number 3, C, carries -0.798; number 4, C, carries -0.683; number 5, O, carries -0.255; number 6, C, carries -0.530; number 7, C, carries 0.133; number 8, O, carries -0.636